184
Properties=species:S:1:pos:R:3:forces:R:3 method="wB97M-V/def2-TZVPD" gap_ev=3.66 homo_ev=-12.58 charge=+2 relative_energy_kj_mol=248.2 spin_multiplicity=1 e_tot_ev=-101411.4955
Hg -7.889519 4.108131 -4.471317 2.2544 0.0130 -0.8365
Hg -8.658922 -0.692581 -10.512045 1.8761 -0.3202 -1.0830
C -5.520940 1.186863 -8.090669 -0.9836 -0.9408 -1.7182
C -6.467609 0.892345 -9.086568 0.5104 1.1805 1.2678
C -7.639238 1.907832 -9.287835 0.1584 -0.3457 0.0028
O -8.408703 1.687772 -10.256371 -0.3671 -0.6327 1.0737
C -7.790355 3.003378 -8.392811 0.3529 -0.6949 -1.2359
C -6.808351 3.252433 -7.475376 -0.9568 0.8445 1.1129
C -5.643780 2.288505 -7.253830 1.2402 -0.2452 0.7972
O -4.836220 2.442909 -6.306677 -1.0524 0.5705 -0.1518
O -6.928979 4.286109 -6.700452 -0.1026 -0.4934 0.9475
O -6.459137 -0.121553 -9.812954 -0.2863 -0.2216 -0.0213
H -4.729374 0.463513 -7.953210 0.1710 0.1929 0.1327
H -8.623778 3.680817 -8.520540 -0.0110 0.0520 0.0801
C -1.984356 2.117309 -8.861305 -0.0793 0.8087 0.0226
C -1.083697 1.575271 -7.761466 0.4956 -1.7816 -1.3546
C -1.804374 0.472173 -6.947393 -0.5031 1.3632 0.1845
O -0.914500 -0.077774 -6.010959 0.6409 -0.3279 -0.0791
C -1.510337 -0.970670 -5.096918 -0.3831 1.0875 0.3183
N 0.148183 0.990574 -8.393579 -0.4525 -0.3964 0.9878
H -1.423441 2.810846 -9.491099 0.2357 -0.1579 -0.0359
H -2.823067 2.726158 -8.513944 -0.0392 -0.2760 0.4161
H -2.387122 1.345206 -9.519435 0.2315 0.1010 0.4512
H -0.674410 2.342047 -7.106001 -0.4636 0.1216 0.1983
H -2.265141 -0.312762 -7.560754 0.3416 -0.0399 -0.3986
H -2.657550 0.990405 -6.486408 -0.0572 -0.1363 0.5459
H -0.789570 -1.481921 -4.461140 0.3972 -0.1608 -0.6101
H -2.181709 -1.657671 -5.616961 -0.0124 -0.2130 0.1807
H -2.054055 -0.342399 -4.382263 -0.5716 -0.2505 -0.0720
H -0.077416 0.294901 -9.102372 -0.4417 0.3525 -0.3415
H 0.433562 0.366543 -7.638131 0.8824 0.2093 -0.0830
C -5.012846 2.864282 -13.643259 1.5473 0.3329 0.4710
C -5.891128 2.949803 -12.412336 -1.1755 0.1137 -0.4449
C -6.025861 4.356845 -11.803163 0.5409 0.3871 -0.5060
O -4.795436 4.884357 -11.337484 0.1861 -0.5049 0.2196
C -4.448288 4.326776 -10.080148 -0.3562 0.3055 0.0415
N -7.243804 2.434012 -12.757861 0.5840 0.0079 0.5069
H -5.083159 3.666707 -14.378492 -0.6006 -0.0049 0.0378
H -5.041180 1.893160 -14.135776 -0.3677 0.0061 0.0269
H -3.983724 2.959498 -13.280746 0.1015 0.0221 -0.1315
H -5.444270 2.295027 -11.659402 -0.2258 -0.2125 0.0691
H -6.792519 4.404823 -11.018783 0.0412 -0.3642 0.2439
H -6.377876 5.067096 -12.556696 0.0656 -0.1388 -0.2346
H -5.197436 4.680936 -9.362504 0.1095 -0.0670 0.3455
H -3.457721 4.649275 -9.766146 -0.0455 0.2516 -0.2512
H -4.444626 3.233484 -10.057212 -0.0486 -0.0715 -0.2117
H -7.689705 3.107722 -13.371081 -0.1434 -0.0709 -0.0536
H -7.789236 2.362851 -11.901070 -0.1528 0.2482 -0.4756
C -7.065665 -2.702406 -7.925775 0.6068 -0.1714 0.7531
C -6.982073 -3.326359 -9.298717 -0.0711 0.9463 0.4917
C -6.923856 -4.840340 -9.348609 1.1466 -0.2854 0.4117
O -8.106706 -5.390411 -8.857519 -0.9100 -0.3182 -0.6309
C -8.438968 -6.663532 -9.407854 -0.0459 -1.1518 1.1768
N -8.176528 -2.898001 -10.087401 0.3927 -0.2514 -0.6183
H -6.391461 -3.218929 -7.237816 -0.2954 -0.2723 0.0336
H -8.070266 -2.701657 -7.501707 -0.0196 -0.1951 -0.0175
H -6.670795 -1.685034 -7.893051 -0.3642 -0.0134 -0.6417
H -6.081781 -2.946390 -9.787827 -0.0981 -0.0301 -0.1678
H -6.084837 -5.191572 -8.732592 0.0966 0.1995 0.0965
H -6.635640 -5.168129 -10.353990 -0.5440 -0.0254 -0.2153
H -7.756018 -7.462338 -9.098021 0.8296 0.4273 -0.3851
H -8.579571 -6.692644 -10.485059 0.0593 0.3152 -0.1020
H -9.309200 -7.078586 -8.896703 -0.5356 0.8373 -0.2254
H -8.904379 -3.557520 -9.808112 -0.3060 0.2612 -0.0014
H -7.890234 -3.183082 -11.029180 -0.7692 0.3232 -0.5055
C -2.874662 0.225333 -11.438186 0.6276 -0.6388 -0.5976
C -3.500377 -0.802486 -12.406712 -0.1831 0.4991 0.2580
C -2.502417 -1.782854 -13.032156 -0.5642 1.4050 0.6143
O -1.676487 -0.956520 -13.832905 -0.2971 -0.8487 0.2941
C -0.598540 -1.652257 -14.395387 1.0631 0.5142 -0.5740
N -4.585322 -1.503884 -11.706948 -0.1984 -0.1359 0.4404
H -3.510961 1.108423 -11.372593 -0.0870 -0.0674 0.2717
H -1.875456 0.564318 -11.718246 -0.0904 0.0487 -0.3803
H -2.724965 -0.247851 -10.463749 -0.3473 -0.0305 0.0429
H -3.949686 -0.236788 -13.227931 -0.0122 -0.0741 -0.1333
H -3.027961 -2.537278 -13.621832 0.0504 -0.1092 -0.0778
H -1.990762 -2.250912 -12.183619 0.4861 -0.2613 -0.2477
H -0.858850 -2.504363 -15.030019 -0.3712 -0.1101 0.2481
H 0.145440 -1.947752 -13.648817 -0.1950 -0.2248 0.1572
H -0.085905 -0.943274 -15.048367 -0.0548 0.0011 0.0063
H -4.190149 -2.027049 -10.921323 0.2313 -0.3557 -0.4731
H -5.109423 -0.814878 -11.171684 0.0433 0.2572 -0.1258
C -11.850899 5.425426 -9.993443 0.0452 0.0442 0.6383
C -11.189112 4.692319 -11.167897 -1.5597 1.0884 0.0721
C -9.917855 5.391825 -11.648224 -0.9634 0.3609 -0.2351
O -10.288862 6.607876 -12.286790 0.2746 -0.1746 0.4968
C -9.152188 7.356034 -12.615269 0.5476 0.7924 -1.2955
N -10.933625 3.281203 -10.916219 1.1784 -0.2597 0.6932
H -11.207696 5.329677 -9.113991 -0.0446 0.0604 0.2075
H -12.841499 5.038327 -9.741575 0.1719 -0.5512 -0.0681
H -12.081530 6.484307 -10.120113 0.5603 0.0736 -0.4907
H -11.943926 4.782662 -11.953292 0.3535 -0.1886 -0.4391
H -9.421805 4.725510 -12.360916 0.3505 0.0156 0.0555
H -9.271573 5.687973 -10.814610 0.2546 -0.5247 0.2043
H -8.611434 6.922014 -13.465468 0.0833 -0.3800 0.1097
H -8.409180 7.554135 -11.835362 -0.2922 -0.4357 0.5145
H -9.420983 8.342769 -12.995783 -0.5386 -0.0688 0.2197
H -10.037696 3.253881 -10.431552 0.2683 -0.2297 -0.4027
H -11.505519 2.866857 -10.185451 -0.7519 0.3843 -0.3074
C -9.151639 7.494437 -7.970378 -0.2618 0.5900 -1.2532
C -7.867154 8.303544 -7.779780 -0.9462 -1.4891 0.7908
C -8.201662 9.682499 -7.245170 0.2909 1.1856 -0.4767
O -8.891067 10.551648 -8.163720 -0.3705 -1.1156 0.5194
C -8.305062 10.671297 -9.428896 0.4076 0.7146 -0.5477
N -7.091192 7.546419 -6.777975 -0.0995 0.8484 0.1120
H -9.821550 7.489143 -7.111131 0.2338 0.0640 0.1788
H -8.960156 6.471110 -8.301737 0.1946 -0.0949 0.1765
H -9.690150 7.960056 -8.800704 -0.2888 -0.0712 0.0778
H -7.334127 8.311339 -8.732775 0.0231 0.3228 0.0148
H -7.306768 10.219286 -6.910115 0.3521 -0.1762 -0.0944
H -8.823862 9.605697 -6.354635 -0.2225 -0.1386 -0.1396
H -8.970401 11.217388 -10.098740 -0.3063 -0.0423 0.3089
H -8.080705 9.729450 -9.933588 0.0083 -0.0990 0.1640
H -7.400864 11.289262 -9.381608 0.2421 -0.2323 0.0499
H -6.205702 8.029092 -6.669442 0.2695 -0.5003 0.1470
H -6.977116 6.604726 -7.129614 0.4620 0.0002 0.0618
C -4.152202 -4.969989 -12.094583 -0.2798 0.1976 0.3629
C -2.933097 -5.176683 -11.178368 1.5841 1.2239 -1.3993
C -2.896791 -4.655458 -9.718018 -0.9038 -2.1794 -0.9885
O -3.374301 -3.346745 -9.639174 0.2766 0.8060 -0.0132
C -3.420168 -2.830318 -8.328709 -0.2861 -0.7442 0.7404
N -2.561039 -6.565633 -11.246112 -0.0119 -1.7082 0.8384
H -3.855226 -5.245950 -13.108291 0.0310 -0.2165 0.0499
H -4.519767 -3.946972 -12.189286 0.2482 0.1395 0.3556
H -5.008940 -5.591532 -11.824551 0.1441 -0.2160 0.1537
H -2.102427 -4.695167 -11.716216 -0.2427 0.9567 0.2169
H -1.909614 -4.845716 -9.286304 0.2662 0.6421 -0.1596
H -3.525667 -5.394818 -9.198375 -0.4295 0.4193 0.4764
H -2.454039 -2.704077 -7.831439 0.2904 -0.1464 -0.3847
H -3.989721 -3.544926 -7.723175 -0.0555 0.0851 0.2501
H -3.926407 -1.866706 -8.262181 -0.0958 0.0006 -0.6159
H -2.277217 -6.856714 -12.173228 -0.4135 0.2601 -0.2253
H -1.738803 -6.801368 -10.699718 -0.1305 0.2709 0.3426
C -7.093575 -0.352504 -14.967407 -0.3054 -1.2533 -1.9093
C -7.789138 -1.140502 -13.872371 0.7689 1.0291 0.8199
C -7.540113 -2.649096 -13.993258 -1.4741 0.3770 -0.9159
O -8.277221 -3.348469 -12.996694 0.9634 -0.0123 1.1192
C -8.076194 -4.750914 -13.136201 -0.8023 -0.2098 -1.0938
N -7.308417 -0.586502 -12.581017 0.1740 -0.3289 0.6576
H -7.142031 0.733107 -14.990873 -0.1970 -0.0484 0.7558
H -7.603328 -0.666445 -15.886488 0.1815 0.1389 -0.2182
H -6.059888 -0.673010 -15.119278 0.1068 0.1018 0.3077
H -8.855982 -0.913793 -13.898807 -0.0708 -0.3987 -0.2111
H -6.505767 -2.989921 -14.075394 0.2446 0.4028 0.5231
H -8.004435 -2.923713 -14.948156 0.1458 -0.0390 -0.2200
H -8.536958 -5.338356 -12.345778 -0.0463 0.4631 0.3907
H -7.031600 -5.049198 -13.239801 0.1247 0.2461 0.0634
H -8.624317 -5.016936 -14.045361 0.2845 -0.4289 -0.1116
H -7.070597 0.400314 -12.727091 -0.8134 0.4029 -0.0020
H -6.360749 -0.954135 -12.417666 -0.4132 -0.6602 0.2843
C -4.896470 5.467999 -4.501074 0.5475 -0.4847 -0.3573
C -4.889130 4.333242 -3.487763 0.4211 1.4061 0.8928
C -5.064353 4.766341 -2.022985 0.2163 -1.3812 -0.2543
O -6.251858 5.475924 -1.879015 0.2090 0.3663 -0.1301
C -6.533805 5.723252 -0.516189 -1.8239 0.0697 0.2917
N -5.868307 3.281631 -3.812538 0.1252 -0.3444 -0.3214
H -4.032294 6.118785 -4.365060 -0.0994 0.0713 0.3794
H -5.792467 6.093478 -4.480430 -0.1374 -0.0956 0.0013
H -4.728705 5.018025 -5.481602 -0.4229 0.1676 -0.1131
H -3.899943 3.866970 -3.542333 -0.0276 -0.2389 -0.0646
H -4.194464 5.271965 -1.592175 -0.0017 0.3880 -0.4515
H -5.122316 3.821723 -1.458426 -0.0893 0.0102 0.1945
H -5.802370 6.290358 0.059853 0.3940 -0.1304 -0.3934
H -6.807105 4.793052 -0.008131 0.4708 -0.1213 0.1010
H -7.466147 6.290933 -0.523106 0.1651 0.2223 0.0726
H -5.769671 2.495970 -3.148092 -0.7963 0.0522 0.8762
H -5.492612 2.821345 -4.656157 -0.4216 0.4522 -0.9643
C -3.383866 0.247368 -1.908361 0.0038 -0.0153 0.2460
C -4.507049 0.103335 -2.917815 0.1067 -0.6076 0.1321
C -4.753316 -1.361006 -3.325547 0.2537 -0.4014 -0.4443
O -5.732915 -1.482175 -4.353009 0.0015 0.5050 0.5781
C -5.267033 -1.180871 -5.653136 -0.3496 -1.0519 0.0707
N -5.734460 0.704425 -2.394744 -1.0390 0.1192 -0.3885
H -2.422306 -0.071604 -2.306910 -0.0407 -0.0090 -0.0415
H -3.576181 -0.341287 -1.008916 -0.0680 -0.0663 -0.0246
H -3.294494 1.285793 -1.587062 0.0262 0.0208 -0.0627
H -4.259521 0.697777 -3.803357 0.1401 -0.1777 -0.1616
H -5.107462 -1.977152 -2.496531 -0.2617 0.3837 0.2408
H -3.846649 -1.891826 -3.634021 0.2866 0.3667 -0.1518
H -6.176092 -1.092886 -6.249481 0.3370 0.7487 0.1433
H -4.782136 -2.070692 -6.075881 0.3646 0.1128 0.1455
H -4.578577 -0.336024 -5.698073 -0.2394 0.2036 -0.0789
H -6.120223 0.169386 -1.619304 0.5165 0.1396 0.4230
H -6.461135 0.515605 -3.087485 0.0850 0.0058 -0.2155